(1)
Here is 2 unconnected molecules or ions with the total composition C23H34B3FO8S in a non-equilibrium geometry from OMol25. Energies are from ωB97M-V/def2-TZVPD.

Bonds (Å) are listed after each position.
Element x y z (Å)
1 S -1.864 1.841 0.045  C14 1.820, C15 1.828
2 F 3.228 5.521 -1.449  C27 1.357
3 O -2.056 -2.745 -2.343  B34 1.389, B35 1.388
4 O -0.857 -0.758 -2.989  B35 1.386, B36 1.396
5 O 2.159 6.540 1.665  C23 1.354, C24 1.431
6 O 0.637 8.093 1.082  C23 1.182
7 O -2.858 -0.569 -1.760  B34 1.382, B36 1.375
8 O 2.640 -1.130 3.809  C11 1.184
9 O 1.905 7.084 -0.490  C23 1.368, C27 1.416
10 O 3.745 -0.251 2.089  C11 1.357, C28 1.432
11 C 3.630 -1.073 3.162  O8 1.184, O10 1.357, C21 1.481
12 C -4.219 -3.498 1.016  C16 1.402, C32 1.392, H53 1.081
13 C 1.762 -1.922 -1.679  C18 1.538, C19 1.532, H39 1.087, H65 1.091
14 C -0.781 0.758 -0.938  S1 1.820, B36 1.562, H42 1.088, H69 1.090
15 C -0.754 3.282 0.228  S1 1.828, C30 1.547, H46 1.081, H64 1.086
16 C -4.525 -2.410 0.186  C12 1.402, C22 1.514, C33 1.405
17 C -4.977 -1.129 2.186  C25 1.395, C33 1.398, H47 1.081
18 C 3.195 -2.023 -1.130  C13 1.538, C26 1.525, H62 1.089, H70 1.088
19 C 1.640 -2.549 -3.072  C13 1.532, C20 1.539, H43 1.088, H50 1.086
20 C 0.230 -3.040 -3.445  C19 1.539, B35 1.574, H51 1.086, H59 1.092
21 C 4.834 -1.878 3.470  C11 1.481, C29 1.322, H61 1.078
22 C -4.392 -2.598 -1.310  C16 1.514, B34 1.576, H37 1.087, H66 1.088
23 C 1.479 7.318 0.789  O5 1.354, O6 1.182, O9 1.368
24 C 2.980 5.643 0.910  O5 1.431, C27 1.509, H49 1.087, H57 1.091
25 C -4.646 -2.210 3.003  C17 1.395, C32 1.390, H68 1.079
26 C 3.257 -2.022 0.394  C18 1.525, C28 1.535, H63 1.088, H67 1.088
27 C 3.128 6.376 -0.400  F2 1.357, O9 1.416, C24 1.509, H52 1.091
28 C 2.946 -0.630 0.962  O10 1.432, C26 1.535, H40 1.090, H48 1.084
29 C 4.692 -3.185 3.608  C21 1.322, H54 1.078, H56 1.077
30 C -0.748 4.030 -1.127  C15 1.547, H44 1.084, H55 1.085, H60 1.086
31 C -5.350 -0.001 -0.006  C33 1.506, H38 1.084, H41 1.083, H45 1.087
32 C -4.280 -3.410 2.404  C12 1.392, C25 1.390, H58 1.079
33 C -4.934 -1.209 0.791  C16 1.405, C17 1.398, C31 1.506
34 B -3.062 -1.934 -1.835  O3 1.389, O7 1.382, C22 1.576
35 B -0.940 -2.138 -2.904  O3 1.388, O4 1.386, C20 1.574
36 B -1.547 -0.186 -1.919  O4 1.396, O7 1.375, C14 1.562
37 H -4.260 -3.662 -1.487  C22 1.087
38 H -6.152 0.538 0.486  C31 1.084
39 H 1.560 -0.859 -1.777  C13 1.087
40 H 1.887 -0.557 1.209  C28 1.090
41 H -4.514 0.659 -0.205  C31 1.083
42 H -0.084 1.381 -1.492  C14 1.088
43 H 2.301 -3.413 -3.100  C19 1.088
44 H -1.705 3.833 -1.597  C30 1.084
45 H -5.706 -0.318 -0.983  C31 1.087
46 H -1.089 3.918 1.035  C15 1.081
47 H -5.271 -0.200 2.656  C17 1.081
48 H 3.164 0.096 0.187  C28 1.084
49 H 3.926 5.469 1.416  C24 1.087
50 H 2.032 -1.850 -3.805  C19 1.086
51 H 0.080 -4.059 -3.099  C20 1.086
52 H 3.959 7.082 -0.437  C27 1.091
53 H -3.930 -4.447 0.587  C12 1.081
54 H 3.709 -3.623 3.675  C29 1.078
55 H 0.005 3.611 -1.788  C30 1.085
56 H 5.541 -3.844 3.681  C29 1.077
57 H 2.459 4.692 0.786  C24 1.091
58 H -4.042 -4.276 3.004  C32 1.079
59 H 0.159 -3.035 -4.535  C20 1.092
60 H -0.618 5.104 -1.033  C30 1.086
61 H 5.787 -1.390 3.601  C21 1.078
62 H 3.759 -1.159 -1.478  C18 1.089
63 H 2.606 -2.776 0.832  C26 1.088
64 H 0.225 2.863 0.445  C15 1.086
65 H 1.070 -2.367 -0.963  C13 1.091
66 H -5.273 -2.265 -1.854  C22 1.088
67 H 4.275 -2.262 0.696  C26 1.088
68 H -4.681 -2.130 4.078  C25 1.079
69 H -0.180 0.168 -0.247  C14 1.090
70 H 3.705 -2.911 -1.499  C18 1.088

SMILES   C=CC(=O)OCCCCCCB1OB(CSCC)OB(Cc2ccccc2C)O1.O=C1OC[C@@H](F)O1
Orbital gap   0.3247 Eh

=====

(2)
Here is a single C4H5NO2 molecule in a non-equilibrium geometry from OMol25. Energies are from ωB97M-V/def2-TZVPD.

Bonds (Å) are listed after each position.
Element x y z (Å)
1 O -3.719 0.686 0.239  N3 1.189
2 O -2.654 -1.274 0.039  N3 1.480, H10 1.010
3 N -2.656 0.205 0.006  O1 1.189, O2 1.480, C7 1.287
4 C 1.151 0.236 -0.100  C5 1.396, C6 1.283
5 C -0.208 0.110 -0.395  C4 1.396, C7 1.552, H9 1.088
6 C 2.370 0.232 0.298  C4 1.283, H8 1.108, H12 1.102
7 C -1.564 0.844 -0.229  N3 1.287, C5 1.552, H11 1.147
8 H 2.504 0.093 1.389  C6 1.108
9 H -0.214 -0.939 -0.683  C5 1.088
10 H -3.568 -1.697 -0.035  O2 1.010
11 H -1.467 1.984 -0.153  C7 1.147
12 H 3.126 0.510 -0.454  C6 1.102

Relative energy (zero: lowest compared OMol25 entry of this formula, charge and spin)   6.832 eV
SMILES   C=C=C/C=[N+](/[O-])O
Orbital gap   0.3337 Eh

=====

(3)
Here is 2 unconnected molecules or ions with the total composition FHN2O in a non-equilibrium geometry from OMol25. Energies are from ωB97M-V/def2-TZVPD.

Bonds (Å) are listed after each position.
Element x y z (Å)
1 F -2.999 0.197 -1.544  N3 1.351
2 O -0.268 0.615 -0.127  H5 1.037
3 N -2.687 -0.776 -0.660  F1 1.351, N4 1.132
4 N -1.829 -0.977 0.051  N3 1.132
5 H 0.485 -0.082 0.023  O2 1.037

Relative energy (zero: lowest compared OMol25 entry of this formula, charge and spin)   4.417 eV
Orbital gap (spin up / spin down)   0.3884 / 0.3295 Eh

=====

(4)
Here is a single C3H8N4O molecule in a non-equilibrium geometry from OMol25. Energies are from ωB97M-V/def2-TZVPD.

Bonds (Å) are listed after each position.
Element x y z (Å)
1 O 1.455 1.712 0.117  C7 1.211
2 N -1.412 1.305 -0.318  C8 1.364, H9 1.014, H12 1.008
3 N 0.728 -0.520 -0.563  C6 1.474, C7 1.531, H10 1.018
4 N 2.766 -0.256 0.040  C7 1.327, H14 1.011, H15 1.250
5 N -2.850 -0.385 0.272  C8 1.276, H13 1.016
6 C -0.411 -0.830 0.322  N3 1.474, C8 1.530, H11 1.093, H16 1.091
7 C 1.709 0.540 -0.056  O1 1.211, N3 1.531, N4 1.327
8 C -1.656 0.030 0.099  N2 1.364, N5 1.276, C6 1.530
9 H -0.514 1.738 -0.134  N2 1.014
10 H 0.394 -0.267 -1.491  N3 1.018
11 H -0.070 -0.713 1.353  C6 1.093
12 H -2.214 1.916 -0.337  N2 1.008
13 H -2.885 -1.368 0.522  N5 1.016
14 H 3.646 0.125 0.361  N4 1.011
15 H 1.993 -1.152 -0.360  N4 1.250
16 H -0.681 -1.877 0.175  C6 1.091

Relative energy (zero: lowest compared OMol25 entry of this formula, charge and spin)   1.845 eV
SMILES   [H]/N=C(/N)CNC(N)=O
Orbital gap   0.3676 Eh